{"formula": "C11H19AgF6O5", "method": "ωB97M-V/def2-TZVPD", "total_charge": -2, "de_lowest_ev": 3.6951, "total_energy_ev": -42250.1779, "homo_energy_ev": -1.552, "lumo_energy_ev": 1.71, "gap_ev": 3.27, "elements": ["Ag", "C", "O", "O", "C", "F", "F", "F", "C", "C", "H", "H", "H", "H", "H", "H", "C", "O", "O", "C", "F", "F", "F", "C", "C", "H", "H", "H", "H", "H", "H", "C", "C", "C", "O", "H", "H", "H", "H", "H", "H", "H"], "coordinates": [[-1.53, -0.26, -0.41], [-1.27, 3.69, -4.38], [-0.02, 3.39, -3.74], [-2.24, 2.99, -3.73], [-1.42, 5.31, -4.57], [-1.79, 5.98, -3.47], [-0.22, 5.80, -4.94], [-2.21, 5.61, -5.62], [1.12, 3.15, -4.57], [2.24, 2.85, -3.59], [3.18, 2.63, -4.10], [2.40, 3.56, -2.77], [1.76, 2.02, -3.07], [1.40, 4.09, -5.04], [0.95, 2.38, -5.32], [-1.27, 3.32, -5.41], [1.50, -4.00, -0.72], [1.85, -2.72, -0.12], [0.06, -3.92, -1.02], [2.47, -4.53, -1.79], [3.28, -3.49, -2.16], [3.32, -5.44, -1.34], [1.93, -5.02, -2.87], [2.66, -2.66, 1.09], [2.59, -1.21, 1.54], [1.57, -0.85, 1.74], [3.21, -1.02, 2.41], [3.05, -0.53, 0.83], [3.67, -3.07, 1.06], [2.07, -3.13, 1.88], [1.64, -4.63, 0.15], [-2.75, -2.06, 5.67], [-3.72, -0.97, 5.30], [-3.59, 0.14, 6.36], [-3.51, -0.40, 4.03], [-3.04, -2.71, 6.50], [-1.80, -1.65, 6.01], [-2.52, -2.62, 4.76], [-4.73, -1.37, 5.38], [-3.48, -0.14, 7.40], [-4.25, 1.01, 6.42], [-2.55, 0.47, 6.24]]}